Entry 1:
Computed, not measured: a single C2H4OSi molecule in a non-equilibrium geometry, with ωB97M-V/def2-TZVPD.

Output
* energy relative to the best compared isomer or geometry (same formula, charge and spin): 45.4 kcal per mole
* E_LUMO: 0.5194 eV
* net charge: 0
* highest occupied orbital energy: -10.252 eV

```
8
C2H4OSi | the OMol25 dataset | ωB97M-V/def2-TZVPD
C 2.339 -0.251 0.057
C 1.234 0.217 0.085
O -0.129 0.972 0.263
Si -1.466 0.062 0.065
H 3.172 -0.848 0.079
H -1.671 0.300 -1.470
H -2.548 0.832 0.562
H -0.930 -1.283 0.359
```

---

Entry 2:
Computed, not measured: a molecular structure, C34H57N3O3SiY in a non-equilibrium geometry, with ωB97M-V/def2-TZVPD.

Output
* energy relative to the best compared isomer or geometry (same formula, charge and spin): 53.5 kcal per mole
* E_LUMO: -2.5811 eV
* net charge: +1
* highest occupied orbital energy: -11.081 eV

```
99
C34H57N3O3SiY | the OMol25 dataset | ωB97M-V/def2-TZVPD
O -2.023 -1.568 -0.749
O -0.810 -1.494 -2.738
C -2.277 -2.550 0.272
C -3.368 -2.162 1.228
H -1.343 -2.755 0.831
H -2.475 -3.458 -0.320
H -3.029 -1.387 1.926
H -3.673 -3.035 1.808
H -4.241 -1.795 0.689
C -2.733 -0.293 -0.736
C -3.866 -0.318 -1.741
H -1.979 0.491 -0.959
H -3.104 -0.034 0.276
H -3.480 -0.561 -2.742
H -4.368 0.666 -1.753
H -4.588 -1.104 -1.472
C 0.035 -0.762 -3.645
C -1.443 -2.702 -3.258
C -0.615 0.577 -3.869
H 0.161 -1.334 -4.579
H 1.006 -0.672 -3.134
H -1.631 0.447 -4.275
H -0.009 1.132 -4.591
H -0.673 1.173 -2.942
C -2.347 -2.333 -4.405
H -2.001 -3.145 -2.414
H -0.645 -3.411 -3.565
H -3.064 -1.557 -4.109
H -2.907 -3.220 -4.719
H -1.738 -1.977 -5.246
H -0.204 -1.435 -1.405
N -0.353 1.704 2.538
C 0.386 2.566 3.275
C 1.671 3.069 2.972
C 2.401 2.888 1.788
C -0.228 3.122 4.531
H -0.784 2.344 5.069
H -0.906 3.953 4.274
H 0.573 3.507 5.180
C 3.598 3.725 1.450
H 3.462 4.267 0.502
H 4.511 3.114 1.384
H 3.738 4.466 2.244
N 2.055 1.907 0.952
C -1.783 1.642 2.715
C -2.350 0.630 3.523
C -1.484 -0.375 4.246
C -3.741 0.611 3.704
H -4.190 -0.152 4.349
C -4.551 1.581 3.102
H -5.633 1.563 3.258
C -3.970 2.592 2.333
H -4.587 3.384 1.908
C -2.589 2.633 2.129
C -1.963 3.770 1.399
C 2.647 1.615 -0.318
C 3.705 0.682 -0.377
C 4.238 0.064 0.877
C 4.162 0.293 -1.632
H 4.959 -0.447 -1.692
C 3.593 0.827 -2.790
H 3.962 0.520 -3.771
C 2.578 1.784 -2.706
H 2.158 2.228 -3.608
C 2.082 2.191 -1.473
C 0.962 3.183 -1.382
Y 0.759 0.227 1.165
H -1.176 -1.226 3.608
H -2.049 -0.802 5.092
H -0.570 0.080 4.659
H -1.161 3.468 0.719
H -1.545 4.504 2.096
H -2.716 4.290 0.804
H 5.157 -0.493 0.652
H 3.532 -0.658 1.325
H 4.466 0.809 1.653
H 1.075 3.876 -0.536
H -0.031 2.703 -1.295
H 0.935 3.781 -2.305
H 2.126 3.747 3.697
C 0.821 -1.489 -0.654
Si 1.750 -3.045 -1.298
H 1.558 -0.633 -0.842
H 0.584 -1.750 0.403
C 0.598 -4.495 -1.177
C 3.171 -3.319 -0.128
C 2.447 -2.929 -3.018
H 3.191 -3.723 -3.148
H 2.977 -1.995 -3.213
H 1.738 -3.062 -3.839
H 0.437 -4.770 -0.131
H 1.065 -5.349 -1.674
H -0.391 -4.376 -1.624
H 2.868 -3.155 0.910
H 4.021 -2.668 -0.343
H 3.506 -4.356 -0.231
O 2.263 -1.522 4.845
C 1.997 -1.373 3.691
N 1.702 -1.174 2.526
```

---

Entry 3:
Computed, not measured: a single C5H6O molecule in a non-equilibrium geometry, with ωB97M-V/def2-TZVPD.

Output
* energy relative to the best compared isomer or geometry (same formula, charge and spin): 103.5 kcal per mole
* E_LUMO: 0.6141 eV
* net charge: 0
* highest occupied orbital energy: -10.109 eV

```
12
C5H6O | the OMol25 dataset | ωB97M-V/def2-TZVPD
C 1.123 0.632 -0.697
C -0.152 0.284 0.021
O -0.671 1.248 0.844
C -1.090 -0.794 -0.360
C -0.309 -1.183 0.821
C 0.546 -1.081 1.751
H 0.986 1.421 -1.450
H 1.537 -0.253 -1.184
H 1.830 0.996 0.050
H -0.875 -1.373 -1.252
H -2.142 -0.581 -0.183
H -0.784 0.683 1.638
```

---

Entry 4:
Computed, not measured: a molecular structure, C5H15HgIN2O2 in a non-equilibrium geometry, with ωB97M-V/def2-TZVPD.

Output
* energy relative to the best compared isomer or geometry (same formula, charge and spin): 56.7 kcal per mole
* E_LUMO: -0.4226 eV
* net charge: 0
* highest occupied orbital energy: -6.668 eV

```
26
C5H15HgIN2O2 | the OMol25 dataset | ωB97M-V/def2-TZVPD
C 0.550 -1.114 -5.425
C 0.550 0.382 -5.753
H 1.571 -1.503 -5.346
H 0.035 -1.690 -6.202
H 0.044 -1.312 -4.474
H 0.912 0.974 -4.905
H 1.196 0.600 -6.611
H -0.458 0.734 -5.998
Hg 0.000 0.000 0.000
C -0.888 1.102 -1.468
H -0.139 1.833 -1.799
H -1.745 1.604 -1.000
H -1.230 0.520 -2.323
I -0.399 -2.131 -1.402
C 1.374 -0.315 4.803
O 1.734 -0.021 3.504
C 0.897 -0.047 2.432
O 1.354 0.228 1.324
N -0.440 -0.347 2.567
N -1.294 -0.295 1.466
H 0.595 0.393 5.157
H 2.264 -0.218 5.458
H 0.999 -1.360 4.870
H -0.843 -0.552 3.492
H -1.804 -1.202 1.375
H -1.955 0.498 1.627
```